Record 1
The following is a DFT calculation (ωB97M-V/def2-TZVPD) of C2H4N6 in the gas phase in a non-equilibrium geometry.

XYZ file:
```
12
Properties=species:S:1:pos:R:3:forces:R:3:lowdin_charge:R:1
N 1.005566 -2.586122 0.675605 -2.430 1.716 -0.815 0.0911
N -0.713919 -1.025881 -0.474271 -0.996 -2.037 -0.294 -0.0199
N 1.171977 0.714733 -0.339009 -0.639 -0.846 0.892 0.0534
N 1.555699 -0.488535 -0.377810 -1.165 -0.166 -0.006 0.0753
N -0.315845 2.433115 0.396518 3.465 0.729 -3.149 0.0570
N -1.193376 0.302659 -0.516745 4.147 0.751 2.699 0.0897
C -0.189092 1.093529 -0.046365 -2.613 -0.817 -1.649 -0.4402
C 0.573421 -1.555554 -0.026267 -0.518 1.267 1.527 -0.4001
H -1.175081 3.034645 0.482705 1.099 -1.693 -0.672 0.1065
H 0.533557 2.880283 -0.270356 -3.116 -0.633 2.817 0.1671
H -1.529053 -1.630608 -0.725942 1.647 0.352 0.504 0.1423
H 0.276148 -3.172262 1.221936 1.119 1.378 -1.855 0.0779
```
Forces are in eV/Å.

## Properties
Max |F| = 5.005 eV Å⁻¹
Highest occupied orbital energy = -8.6 eV
Total charge = 0
SMILES = [H]/N=c1/nnc(N)n[nH]1
LUMO energy = -0.34 eV
Kohn-Sham gap = 8.227 eV
Spin multiplicity = 1

Record 2
The following is a DFT calculation (ωB97M-V/def2-TZVPD) of C2H4N6 in the gas phase in a non-equilibrium geometry.

XYZ file:
```
12
Properties=species:S:1:pos:R:3:forces:R:3:lowdin_charge:R:1
N 1.122414 0.972957 -0.443203 0.968 -1.098 -0.527 0.0120
N -0.535318 0.241449 1.121781 -0.206 -0.992 2.143 0.0084
N 1.930555 -1.414008 0.140173 -1.885 4.722 -2.824 0.0625
N -2.159941 -0.343525 -0.264243 4.797 1.106 -0.355 0.0362
N -1.656021 -0.423777 1.049802 1.168 2.550 -2.046 -0.0297
N -0.173977 0.747909 -0.107045 -0.693 -2.403 3.152 -0.1925
C 2.056754 -0.172404 -0.437527 -0.462 -3.246 1.901 -0.1930
C -1.067108 0.267452 -0.896465 -5.038 0.226 -4.623 -0.1909
H -0.961784 0.651095 -1.991469 -0.722 -1.383 1.959 0.1561
H 2.965603 0.220573 -1.047728 -1.195 -1.306 1.613 0.1302
H 0.880245 -1.643411 0.469592 2.916 1.251 -0.572 0.0810
H 1.484090 1.734429 0.092705 0.352 0.573 0.179 0.1198
```
Forces are in eV/Å.

## Properties
Max |F| = 6.841 eV Å⁻¹
Highest occupied orbital energy = -10.4 eV
Total charge = 0
SMILES = [H]/N=C\Nn1cnnn1
LUMO energy = 0.48 eV
Kohn-Sham gap = 10.917 eV
Spin multiplicity = 1

Record 3
The following is a DFT calculation (ωB97M-V/def2-TZVPD) of C2H4N6 in the gas phase in a non-equilibrium geometry.

XYZ file:
```
12
Properties=species:S:1:pos:R:3:forces:R:3:lowdin_charge:R:1
N -0.251478 -0.224869 1.980069 0.223 0.404 1.835 0.2137
N 0.103051 -0.136669 -1.529573 3.286 2.576 0.090 0.0386
N -1.854564 0.360242 -0.508810 0.472 -2.946 -0.378 0.0284
N 1.394927 -0.181758 -1.694913 -4.481 -0.608 1.719 -0.0073
N -0.398748 0.491262 -0.252386 0.891 -3.097 -4.592 -0.0679
N 2.108418 -0.246377 -0.516189 1.212 -0.368 1.174 0.0360
C 0.326537 -0.073635 0.884713 -11.210 2.025 0.677 -0.5094
C 1.518900 -0.383529 0.647804 13.616 -3.856 -2.637 -0.1533
H -2.020899 1.284979 -0.718012 -1.139 2.501 -0.489 0.0196
H -2.098707 -0.177464 -1.518188 1.715 1.544 3.607 0.1670
H -1.110212 0.227698 1.782167 -2.119 -0.112 0.764 0.0348
H 2.282773 -0.939880 1.443317 -2.467 1.938 -1.769 0.1996
```
Forces are in eV/Å.

## Properties
Max |F| = 14.396 eV Å⁻¹
Highest occupied orbital energy = -9.7 eV
Total charge = 0
SMILES = [H]/N=c1/cnnnn1N
LUMO energy = -1.65 eV
Kohn-Sham gap = 8.032 eV
Spin multiplicity = 1

Record 4
The following is a DFT calculation (ωB97M-V/def2-TZVPD) of a molecular structure, C2H4N6 in a non-equilibrium geometry.

XYZ file:
```
12
Properties=species:S:1:pos:R:3:forces:R:3:lowdin_charge:R:1
N 2.482859 -0.019620 0.660544 -0.139 -1.008 -1.564 0.1029
N -2.494160 -0.111765 0.623369 0.666 0.954 -0.157 0.1623
N 0.592613 -1.234806 -0.451982 2.239 0.667 0.107 0.1039
N -0.755180 1.219531 -0.452487 -0.569 1.834 7.383 0.0889
N -0.610455 -1.100247 -0.388488 -2.179 -2.220 0.056 0.0518
N 0.647299 1.050742 -0.324661 2.485 -0.468 -1.109 -0.0464
C -1.378615 0.019125 0.067247 1.714 0.182 -1.642 -0.5132
C 1.383308 -0.039843 -0.030164 -0.480 -2.055 1.510 -0.4750
H 1.202194 1.817500 -0.065447 -0.010 1.900 0.042 0.1121
H 3.121033 -0.891762 0.655301 -2.046 1.582 -0.189 0.0827
H -0.776124 1.673394 0.827803 -1.123 -0.446 -4.666 0.2807
H -2.616093 -1.101672 0.695791 -0.556 -0.922 0.228 0.0494
```
Forces are in eV/Å.

## Properties
Max |F| = 7.629 eV Å⁻¹
Highest occupied orbital energy = -9.1 eV
Total charge = 0
LUMO energy = -0.80 eV
Kohn-Sham gap = 8.334 eV
Spin multiplicity = 1

Record 5
The following is a DFT calculation (ωB97M-V/def2-TZVPD) of 2 unconnected molecules or ions with the total composition C2H4NO2 in a non-equilibrium geometry.

XYZ file:
```
9
Properties=species:S:1:pos:R:3:forces:R:3:lowdin_charge:R:1
O 0.427083 0.143836 -1.077295 0.217 0.065 -0.578 -0.2137
O -2.628865 -0.129667 1.252111 -0.503 0.024 -0.413 -0.0621
N 2.505848 -0.157650 -0.023894 0.032 -0.563 -0.252 -0.0522
C -1.974538 0.198943 0.285723 1.120 -0.381 1.479 -0.1723
C 1.205778 -0.102267 -0.117896 -0.452 -0.557 0.425 -0.6884
H -1.567681 -0.525448 -0.434689 -0.463 0.238 -0.418 0.0645
H 0.667007 -0.420469 0.814436 0.273 0.455 0.279 0.0718
H -1.481219 1.186805 0.292637 -0.348 0.130 -0.589 0.0764
H 2.846591 -0.194087 -0.991137 0.125 0.590 0.068 -0.0241
```
Forces are in eV/Å.

## Properties
Max |F| = 1.894 eV Å⁻¹
Highest occupied orbital energy = -3.5 eV
Total charge = -1
LUMO energy = 4.09 eV
Kohn-Sham gap = 7.596 eV
Spin multiplicity = 1

Record 6
The following is a DFT calculation (ωB97M-V/def2-TZVPD) of 2 unconnected molecules or ions with the total composition C2H4NO2 in a non-equilibrium geometry.

XYZ file:
```
9
Properties=species:S:1:pos:R:3:forces:R:3:lowdin_charge:R:1
O -1.007200 -0.154830 -0.114290 -2.205 -0.186 -0.950 -0.0558
O 3.198579 0.801127 -0.329497 0.493 0.609 0.634 0.2939
N -2.115736 -0.438654 0.640902 -2.668 0.867 -2.449 0.1068
C 2.388082 0.703843 -1.088018 -1.302 -1.401 0.577 0.1640
C 0.168804 -0.027181 0.169359 2.893 1.092 -2.535 0.0713
H -3.016276 -0.415819 0.121583 1.779 0.140 -0.057 0.1509
H -2.213157 -0.751126 1.543055 1.380 -0.871 2.696 0.0874
H 1.998999 0.430249 -2.041009 -0.376 0.341 -0.828 0.1392
H 0.597904 -0.147609 1.097917 0.006 -0.590 2.912 0.0423
```
Forces are in eV/Å.

## Properties
Max |F| = 3.999 eV Å⁻¹
Highest occupied orbital energy (spin up / spin down) = -13.9 / -13.9 eV
Total charge = +1
LUMO energy (spin up / spin down) = -5.71 / -5.71 eV
Kohn-Sham gap (spin up / spin down) = 8.192 / 8.191 eV
Spin multiplicity = 1

Record 7
The following is a DFT calculation (ωB97M-V/def2-TZVPD) of C2H4NO2P in the gas phase in a non-equilibrium geometry.

XYZ file:
```
10
Properties=species:S:1:pos:R:3:forces:R:3:lowdin_charge:R:1
P 0.537584 -0.017929 1.727458 -3.125 -1.507 -1.225 1.1080
O -1.185237 -1.127573 1.308354 2.829 2.209 0.613 -0.2503
O 0.216532 -1.356861 -0.499835 -0.035 -0.264 -0.435 -0.1782
N 0.065271 -1.550880 0.868123 0.476 -0.572 0.568 -0.4051
C 0.409409 0.933764 0.136301 -0.180 -0.329 0.260 -0.3790
C -0.186709 -0.054890 -0.877925 -0.217 0.473 0.082 -0.2721
H 0.195105 0.099039 -1.886200 -0.032 -0.028 0.039 0.1215
H -1.279415 0.011689 -0.876605 0.212 0.079 -0.014 0.1093
H -0.200694 1.833000 0.235258 0.068 -0.054 0.026 0.0733
H 1.428154 1.230641 -0.134930 0.003 -0.007 0.085 0.0725
```
Forces are in eV/Å.

## Properties
Max |F| = 3.679 eV Å⁻¹
Highest occupied orbital energy (spin up / spin down) = -9.2 / -9.2 eV
Total charge = 0
SMILES = C1Cp2on2O1
LUMO energy (spin up / spin down) = -0.87 / -0.87 eV
Kohn-Sham gap (spin up / spin down) = 8.283 / 8.279 eV
Spin multiplicity = 1

Record 8
The following is a DFT calculation (ωB97M-V/def2-TZVPD) of 3 unconnected molecules or ions with the total composition C2H4NO2S in a non-equilibrium geometry.

XYZ file:
```
10
Properties=species:S:1:pos:R:3:forces:R:3:lowdin_charge:R:1
S -1.672102 0.234378 -0.384223 -2.692 -0.426 -0.461 0.4279
O -2.875798 -0.644944 -0.336961 1.416 0.034 0.453 -0.5069
O -2.060634 1.607734 -0.014597 1.376 -0.471 0.783 -0.4934
N 2.732464 -0.166129 0.768377 2.267 2.430 -3.388 -0.0046
C -0.227374 -0.551641 0.208890 -0.211 2.553 2.005 -0.4049
C 2.993294 0.377963 -0.260214 -0.041 -0.721 2.035 -0.0673
H 0.294742 0.476719 1.388454 -1.176 -2.499 -3.699 0.1317
H 0.359768 -0.869059 -0.706955 -0.081 1.021 1.238 -0.0608
H -1.647250 0.356996 -1.736035 1.070 -0.211 -0.262 0.0143
H 2.102888 -0.822017 1.073266 -1.929 -1.709 1.295 -0.0359
```
Forces are in eV/Å.

## Properties
Max |F| = 4.746 eV Å⁻¹
Highest occupied orbital energy = -3.5 eV
Total charge = -1
LUMO energy = 3.93 eV
Kohn-Sham gap = 7.483 eV
Spin multiplicity = 1

Record order is preserved below.
ΔE to the lowest compared entry with this formula, charge and spin: 305.24 343.03 589.62 439.68 179.73 644.36 504.03 630.29 kJ/mol